1.
Entry from OMol25: the molecule C4H9NO (ωB97M-V/def2-TZVPD).

Structure (XYZ):
```
15
Properties=species:S:1:pos:R:3
C -1.33 -1.52 0.87
C -0.05 -0.73 0.82
C 1.13 0.48 -1.16
O 2.33 0.08 -0.57
C 0.29 1.37 -0.25
N -0.32 0.56 0.81
H -2.21 -0.88 0.68
H -1.23 -2.20 0.01
H -1.49 -2.13 1.76
H 0.52 -0.39 -1.45
H 1.36 1.03 -2.08
H 2.04 -0.53 0.13
H -0.58 1.74 -0.81
H 0.86 2.22 0.12
H -1.25 0.88 1.08
```

The LUMO energy is 0.9752 eV. Its strongest force on any atom is 0.50 eV/A. The value obtained for the energy relative to the best compared isomer or geometry (same formula, charge and spin) is 83.2 kcal/mol. As for the HOMO-LUMO gap: 9.384 eV. The net charge is 0.

These are the Mulliken partial charges, in e, on atoms 1 to 6: C -0.93; C -0.30; C -0.58; O -0.54; C -0.36; N -0.06

---

2.
Entry from OMol25: a structure of composition C49H37Cl2CrIN4O2PSe (ωB97M-V/def2-TZVPD).

Structure (XYZ):
```
98
Properties=species:S:1:pos:R:3
Cr -0.60 -0.90 -0.32
Cl -6.85 -0.25 -3.03
C -5.14 -0.14 -2.78
C -4.61 -0.64 -1.60
C -3.25 -0.56 -1.36
N -2.58 -0.94 -0.20
C -3.19 -1.38 0.92
O -4.38 -1.61 1.11
C -2.21 -1.50 2.06
C -2.66 -1.83 3.33
C -1.74 -1.85 4.37
C -0.42 -1.55 4.11
C -0.05 -1.25 2.81
N -0.93 -1.23 1.81
C -2.41 0.03 -2.33
C -2.94 0.54 -3.50
C -4.31 0.45 -3.72
Cl -4.95 1.10 -5.20
N -1.04 0.01 -1.99
C -0.06 0.55 -2.75
O -0.16 1.31 -3.70
C 1.29 0.03 -2.34
C 2.40 0.29 -3.11
C 3.59 -0.35 -2.81
C 3.62 -1.24 -1.74
C 2.47 -1.42 -1.00
N 1.33 -0.80 -1.28
H -5.26 -1.10 -0.87
H -3.71 -2.03 3.46
H -2.06 -2.09 5.38
H 0.33 -1.55 4.89
H 0.98 -1.03 2.56
H -2.31 1.01 -4.24
H 2.30 0.97 -3.95
H 4.47 -0.19 -3.41
H 4.51 -1.79 -1.49
H 2.45 -2.09 -0.15
I 3.16 0.48 1.51
C 2.52 1.36 3.30
C 3.18 0.92 4.41
C 3.05 1.58 5.65
C 2.33 2.73 5.70
C 1.63 3.21 4.56
C 0.96 4.45 4.65
C 0.29 4.95 3.58
C 0.16 4.16 2.43
C 0.75 2.92 2.30
P -0.01 1.93 0.90
C -1.75 2.12 1.46
C -2.80 2.09 0.55
C -4.12 2.07 0.98
C -4.41 2.04 2.33
C -3.37 2.03 3.25
C -2.05 2.08 2.82
C 0.21 3.09 -0.50
C 1.46 3.07 -1.12
C 1.71 3.88 -2.22
C 0.71 4.70 -2.72
C -0.53 4.73 -2.11
C -0.78 3.93 -1.00
C 1.63 2.47 3.34
H 3.86 0.08 4.33
H 3.57 1.20 6.52
H 2.27 3.31 6.61
H 1.01 4.99 5.59
H -0.20 5.91 3.63
H -0.49 4.52 1.64
H -2.60 2.07 -0.52
H -4.91 2.05 0.25
H -5.43 1.99 2.67
H -3.58 1.99 4.31
H -1.26 2.09 3.56
H 2.24 2.42 -0.75
H 2.69 3.85 -2.69
H 0.90 5.31 -3.60
H -1.31 5.37 -2.49
H -1.75 3.98 -0.52
C 4.14 -5.28 -4.04
C 2.98 -4.83 -3.20
C 1.91 -4.14 -3.76
C 0.82 -3.72 -3.01
C -0.32 -3.03 -3.70
C 0.81 -3.98 -1.63
Se -0.64 -3.39 -0.50
C 1.86 -4.71 -1.05
C 1.88 -5.07 0.41
C 2.92 -5.12 -1.85
H 4.14 -4.79 -5.02
H 4.10 -6.36 -4.21
H 5.09 -5.06 -3.56
H 1.92 -3.92 -4.82
H -0.15 -3.01 -4.78
H -0.44 -2.01 -3.34
H -1.27 -3.54 -3.50
H 1.60 -4.22 1.04
H 2.87 -5.43 0.71
H 1.15 -5.85 0.64
H 3.74 -5.68 -1.39
```

The LUMO energy (spin up / spin down) is -0.8031 / -0.4035 eV. Its strongest force on any atom is 0.45 eV/A. The value obtained for the energy relative to the best compared isomer or geometry (same formula, charge and spin) is 0.0 kcal/mol. Its expectation value of S² is 3.864. As for the HOMO-LUMO gap (spin up / spin down): 6.550 / 7.023 eV. The net charge is 0. As for the spin multiplicity: 4.

These are the Mulliken partial charges, in e, on atoms 1 to 6: Cr 0.31; Cl -0.23; C 0.15; C -0.98; C -0.37; N 1.28